[1]
Formula: C21H26N2O3
Source: the OMol25 dataset
Level of theory: ωB97M-V/def2-TZVPD

Geometry as XYZ:
```
52
Properties=species:S:1:pos:R:3:forces:R:3
C 0.887710 3.355184 1.079903 0.0 0.0 -0.1
C 1.960711 2.484154 0.503495 0.1 0.0 0.1
C 3.178824 2.347206 1.154426 -0.2 0.0 0.0
C 4.171716 1.517377 0.664355 0.3 -0.3 -0.3
C 3.951499 0.815769 -0.514526 -0.1 0.3 0.0
O 4.903290 -0.045515 -1.033583 -0.1 0.4 -0.1
C 5.096037 -1.247786 -0.306689 0.0 -0.3 0.0
C 3.804434 -2.080793 -0.306095 0.4 0.3 0.2
O 3.646166 -3.041787 -1.021257 -0.1 -0.2 -0.3
N 2.872463 -1.575293 0.550278 0.0 0.1 0.5
C 1.488367 -1.788043 0.553096 -0.2 -0.2 -0.1
C 0.876424 -2.809909 -0.161771 0.2 -0.1 -0.1
C -0.503274 -2.916504 -0.158848 -0.2 0.2 0.2
C -1.291900 -2.028731 0.557678 0.0 -0.2 -0.1
C -2.793094 -2.117907 0.552727 0.0 0.1 0.1
N -3.377070 -0.820563 0.250490 -0.1 -0.1 0.0
C -3.091359 -0.399713 -1.110611 -0.1 0.4 0.0
C -3.627683 1.016521 -1.311397 0.3 -0.2 -0.1
O -5.014641 1.077212 -1.076415 -0.1 0.0 -0.1
C -5.313295 0.637254 0.227157 -0.1 -0.3 0.3
C -4.811663 -0.786939 0.469093 -0.1 0.3 0.0
C -0.669207 -1.021418 1.287022 0.1 -0.1 0.0
C 0.703686 -0.897987 1.285168 0.0 -0.1 0.0
C 2.747136 0.971057 -1.189942 0.3 0.0 0.0
C 1.746105 1.789518 -0.692109 0.2 0.0 0.0
C 0.437258 1.894524 -1.410312 0.0 0.0 0.0
H -0.014725 2.774135 1.268032 -0.1 0.0 0.0
H 1.214482 3.804276 2.014300 0.0 0.0 0.1
H 0.627217 4.152952 0.385323 -0.1 0.1 0.0
H 3.354323 2.893042 2.070714 0.0 0.1 0.1
H 5.111014 1.415787 1.188232 0.1 0.0 0.0
H 5.427108 -1.047691 0.722674 0.0 0.0 -0.1
H 5.873297 -1.791017 -0.845992 -0.2 0.0 0.2
H 3.154494 -0.777884 1.106671 0.0 -0.1 -0.2
H 1.478697 -3.499790 -0.728425 0.0 0.0 0.0
H -0.970273 -3.706644 -0.728889 -0.1 -0.1 -0.1
H -3.123965 -2.893953 -0.160020 0.0 0.0 0.1
H -3.140256 -2.407839 1.550431 -0.1 0.0 -0.1
H -2.011007 -0.415091 -1.266788 0.0 0.0 -0.1
H -3.565071 -1.073735 -1.847179 0.1 0.0 0.0
H -3.474809 1.347976 -2.339702 0.1 0.0 0.1
H -3.104846 1.699887 -0.624366 0.0 0.0 -0.1
H -6.398838 0.687384 0.326862 0.1 0.0 0.1
H -4.845910 1.309834 0.962698 -0.1 -0.1 0.0
H -5.022456 -1.076491 1.501109 0.0 0.0 0.0
H -5.343219 -1.478712 -0.209117 0.0 0.0 0.1
H -1.279097 -0.326007 1.843043 -0.1 0.1 0.1
H 1.178992 -0.101463 1.841150 0.1 0.1 0.1
H 2.597645 0.419683 -2.106082 0.0 -0.1 -0.1
H 0.453637 1.310176 -2.326021 0.0 0.0 -0.1
H -0.369977 1.523597 -0.778715 -0.1 0.0 0.0
H 0.214898 2.930698 -1.661279 -0.1 0.1 0.0
```
Forces are in eV/Å.

Values from the calculation:
Net charge: 0
HOMO level (eV): -8.4
ΔE to the lowest compared entry with this formula, charge and spin (kJ/mol): 224.91
HOMO-LUMO gap (eV): 9.08
SMILES: Cc1ccc(OCC(=O)Nc2ccc(CN3CCOCC3)cc2)cc1C

---

[2]
Formula: C21H26N2O3S
Source: the OMol25 dataset
Level of theory: ωB97M-V/def2-TZVPD

Geometry as XYZ:
```
53
Properties=species:S:1:pos:R:3:forces:R:3
C -4.469713 -1.044330 -1.319989 -0.1 0.1 -0.2
O -3.670320 -1.357121 -0.209716 0.4 -0.1 0.3
C -2.313313 -1.352177 -0.379183 -0.2 -0.1 0.0
C -1.651310 -0.970610 -1.529609 -0.4 -0.1 0.3
C -0.266597 -1.011129 -1.613734 0.4 0.0 0.1
C 0.492621 -1.445546 -0.535956 -0.5 0.0 -0.2
N 1.875057 -1.562342 -0.578774 0.4 -0.2 0.3
C 2.674470 -0.729622 -1.448095 0.1 0.3 -0.2
C 4.149673 -1.136068 -1.365817 -0.2 -0.1 0.1
C 4.795375 -0.698085 -0.050997 0.0 0.2 -0.2
C 4.549340 0.790368 0.191575 0.3 -0.1 0.4
N 3.124150 1.056695 0.170796 0.3 0.1 -0.3
C 2.492588 1.312542 1.335147 -0.3 0.1 0.2
O 3.096084 1.408047 2.389333 0.0 0.0 0.3
C 0.978027 1.443995 1.329666 -0.4 0.4 -0.1
S 0.364397 2.795871 0.264301 0.1 0.0 0.2
C -1.377353 2.464361 0.194502 0.4 0.0 0.1
C -2.084608 3.103321 -0.819049 0.1 0.0 0.1
C -3.451632 2.936945 -0.917347 -0.1 0.0 0.0
C -4.122725 2.129134 -0.012178 -0.1 0.0 0.0
C -3.415837 1.488669 0.989911 -0.1 0.0 0.0
C -2.046302 1.655481 1.100670 0.0 0.0 0.0
C 2.524116 0.771472 -1.107876 -0.3 -0.4 -0.3
C -0.175060 -1.820218 0.639181 -0.1 -0.1 0.1
C -1.553149 -1.780122 0.730778 -0.2 0.0 0.0
O -2.269356 -2.113711 1.840856 -0.1 0.2 -0.5
C -1.575163 -2.555856 2.978856 0.2 -0.1 0.2
H -5.498758 -1.150743 -0.979967 0.0 0.0 -0.1
H -4.290778 -1.734266 -2.152201 0.0 0.0 0.0
H -4.305567 -0.015418 -1.658679 0.0 -0.1 0.0
H -2.204877 -0.627083 -2.388166 -0.1 0.0 -0.1
H 0.201513 -0.709277 -2.536031 0.1 0.0 -0.1
H 2.287399 -1.693191 0.334912 0.0 0.0 -0.1
H 2.325914 -0.887348 -2.474414 0.1 0.1 0.1
H 4.229660 -2.217859 -1.483101 0.0 0.0 -0.1
H 4.680138 -0.665741 -2.196240 0.0 0.0 0.0
H 5.868006 -0.891689 -0.084115 0.0 -0.1 0.1
H 4.383549 -1.265782 0.785786 0.1 0.0 0.1
H 4.933932 1.095853 1.165544 0.0 0.0 -0.2
H 5.027981 1.387199 -0.591523 0.0 0.0 0.0
H 0.683170 1.659756 2.357554 0.1 -0.2 -0.1
H 0.510099 0.519246 0.985202 0.1 0.0 0.1
H -1.551881 3.731549 -1.516807 0.0 0.1 -0.1
H -3.994881 3.439263 -1.704623 0.0 0.0 -0.1
H -5.192586 2.003007 -0.085715 -0.1 0.0 0.0
H -3.926239 0.848237 1.692383 -0.1 -0.1 0.1
H -1.521566 1.158271 1.900017 0.1 -0.1 0.1
H 1.470714 1.043510 -1.114183 0.1 0.0 0.0
H 3.036312 1.368863 -1.870319 -0.1 0.0 0.0
H 0.417938 -2.152418 1.478631 0.0 0.0 0.1
H -2.339250 -2.769064 3.724740 0.1 0.0 0.0
H -1.004620 -3.468694 2.776510 0.0 0.0 0.0
H -0.898767 -1.786128 3.367579 0.0 0.0 0.0
```
Forces are in eV/Å.

Values from the calculation:
Net charge: 0
HOMO level (eV): -7.4
ΔE to the lowest compared entry with this formula, charge and spin (kJ/mol): 205.47
HOMO-LUMO gap (eV): 8.18
SMILES: COc1ccc(N[C@@H]2CCCN(C(=O)CSc3ccccc3)C2)cc1OC

---

[3]
Formula: C21H26N2O4S
Source: the OMol25 dataset
Level of theory: ωB97M-V/def2-TZVPD

Geometry as XYZ:
```
54
Properties=species:S:1:pos:R:3:forces:R:3
C -1.398826 -3.138371 1.582004 0.2 -0.2 -0.3
C -0.757597 -4.238286 0.741451 -0.2 0.0 0.4
O -0.393006 -3.772901 -0.547390 0.1 0.1 -0.3
C 0.609259 -2.867527 -0.661926 0.2 0.2 -0.2
C 1.592332 -2.631341 0.298503 0.0 -0.2 0.0
C 2.547386 -1.656751 0.080697 0.0 -0.1 0.0
C 2.505820 -0.895497 -1.068733 0.5 0.5 -0.1
S 3.645393 0.462933 -1.276716 0.1 0.2 0.0
O 3.407594 1.042925 -2.569302 -0.3 -0.1 0.1
O 4.965860 0.018235 -0.938431 -0.2 -0.1 0.3
N 3.238595 1.618333 -0.163873 0.3 -0.7 -0.7
C 3.728594 1.558841 1.188866 0.2 -0.3 0.5
C 2.607905 1.227147 2.171840 0.1 0.2 -0.1
C 1.473003 2.236657 2.017740 -0.2 -0.3 -0.1
C 0.950813 2.268619 0.576386 0.3 0.0 0.2
C 0.135800 1.020081 0.244005 0.1 0.5 -0.1
O 0.114152 0.013174 0.924576 -0.1 -0.2 0.3
N -0.600196 1.154254 -0.879231 -0.1 0.0 -0.5
C -1.579705 0.173374 -1.306745 -0.1 0.0 0.1
C -2.977637 0.637032 -0.985424 0.0 -0.1 -0.1
C -3.390457 0.695341 0.340740 0.0 0.0 0.0
C -4.657728 1.147141 0.659823 0.0 0.0 0.1
C -5.526189 1.544354 -0.343949 -0.1 0.0 -0.1
C -5.121561 1.489373 -1.666289 -0.1 0.1 0.0
C -3.850802 1.041137 -1.985185 0.1 -0.1 0.1
C 2.126996 2.491323 -0.398392 -0.5 0.3 -0.3
C 1.569176 -1.150763 -2.052069 -0.1 0.0 -0.1
C 0.638319 -2.148872 -1.861463 0.0 -0.2 0.2
H -1.613530 -3.513188 2.578876 0.0 0.0 0.1
H -2.328686 -2.814181 1.119865 -0.1 0.0 0.0
H -0.736540 -2.278110 1.657895 0.0 0.1 0.1
H 0.105264 -4.675180 1.257435 -0.1 0.0 -0.1
H -1.477021 -5.037380 0.543801 0.2 0.1 0.1
H 1.617546 -3.191742 1.218864 0.0 -0.1 0.1
H 3.327613 -1.480371 0.803691 0.1 0.0 0.2
H 4.165343 2.534418 1.443505 0.0 -0.1 0.0
H 4.523070 0.813207 1.200961 0.1 0.1 0.2
H 2.214598 0.231070 1.973642 0.1 0.0 0.1
H 2.995676 1.254916 3.191132 0.0 0.0 0.0
H 0.654452 1.975346 2.690491 0.0 0.1 0.0
H 1.831761 3.234494 2.282841 0.0 0.1 0.0
H 0.271304 3.123098 0.468282 0.1 -0.1 0.0
H -0.594600 2.033236 -1.371888 0.0 0.0 0.1
H -1.465937 -0.000617 -2.379572 0.0 -0.1 0.1
H -1.351025 -0.746349 -0.764021 0.0 0.1 -0.2
H -2.709084 0.381907 1.118180 0.1 0.0 0.1
H -4.970946 1.187155 1.692659 0.0 0.0 0.1
H -6.516866 1.894966 -0.095416 -0.1 0.0 0.0
H -5.795681 1.797561 -2.451839 -0.1 0.0 -0.1
H -3.538120 0.999036 -3.019018 0.0 0.0 -0.1
H 2.470157 3.529206 -0.280478 0.0 -0.1 -0.1
H 1.830436 2.343281 -1.437811 -0.1 0.3 0.1
H 1.588548 -0.555888 -2.951346 -0.1 0.0 -0.1
H -0.101001 -2.379868 -2.612224 -0.1 0.0 -0.1
```
Forces are in eV/Å.

Values from the calculation:
Net charge: 0
HOMO level (eV): -8.6
ΔE to the lowest compared entry with this formula, charge and spin (kJ/mol): 29.21
HOMO-LUMO gap (eV): 9.18
SMILES: CCOc1ccc(S(=O)(=O)N2CCC[C@H](C(=O)NCc3ccccc3)C2)cc1

---

[4]
Formula: C21H26N3O2
Source: the OMol25 dataset
Level of theory: ωB97M-V/def2-TZVPD

Geometry as XYZ:
```
52
Properties=species:S:1:pos:R:3:forces:R:3
C 2.930293 -5.185678 -1.990493 -0.2 0.0 0.3
O 2.438911 -5.147367 -0.630867 -0.2 0.5 0.0
C 2.041280 -4.018730 0.015893 0.0 0.4 -0.3
C 1.662226 -4.211136 1.369945 0.2 0.1 -0.5
C 1.378277 -3.128011 2.189609 0.1 0.6 -0.4
C 1.415837 -1.782766 1.705925 -0.4 -1.5 -1.4
C 1.081805 -0.565398 2.486754 -2.9 -0.2 0.7
C 1.871130 0.626474 2.182201 1.3 0.9 0.7
C 1.455517 1.923472 2.620195 -0.2 0.2 -0.5
C 2.075391 3.061907 2.127074 0.8 -0.6 -0.7
C 3.194087 2.947189 1.237828 -0.4 0.4 0.1
O 3.632620 4.145661 0.749400 -1.0 -0.8 1.1
C 2.738043 5.209474 1.307556 0.6 -0.1 -0.7
C 1.747306 4.529463 2.263950 -0.1 0.2 0.3
C 3.745527 1.693179 0.891017 -0.7 0.7 0.3
C 3.088020 0.579480 1.394189 -0.7 -0.4 0.3
C 1.668910 -1.653497 0.301119 -0.3 0.7 0.6
C 1.974934 -2.710341 -0.548490 0.1 -1.0 0.5
H 3.101555 -6.258684 -2.133474 0.0 0.4 -0.2
H 2.187815 -4.838951 -2.728873 0.2 0.0 0.4
H 3.881908 -4.638690 -2.110763 -0.4 -0.1 0.2
H 1.607350 -5.242705 1.745116 0.2 0.6 -0.1
H 1.139013 -3.298490 3.236819 0.2 -0.1 -0.4
H -0.012959 -0.351030 2.875004 2.1 0.0 -2.2
H 0.588911 2.042316 3.285657 0.3 -0.2 -0.3
H 3.387417 5.941644 1.806125 -0.2 -0.3 -0.2
H 2.252751 5.681409 0.433761 0.2 -0.2 0.5
H 0.715279 4.774079 1.970837 0.3 -0.2 0.2
H 1.904809 4.889906 3.293388 -0.1 -0.2 -0.3
H 4.598052 1.624210 0.210342 -0.3 0.0 0.4
H 3.450243 -0.402874 1.092879 0.1 0.4 0.3
H 1.614958 -0.638226 -0.123096 0.0 -0.7 0.1
H 2.162524 -2.525335 -1.616411 -0.1 -0.2 0.6
C -1.615653 -3.151813 3.513821 0.0 -0.1 -0.5
N -1.179794 -2.591382 4.787309 1.2 0.8 -1.1
C -1.899845 -2.992904 5.963254 -0.6 -0.2 0.2
C -1.222365 -2.239735 7.080882 -0.6 -0.3 0.5
N -0.123996 -1.589877 6.437250 0.8 0.2 -0.3
C 0.556702 -0.641559 7.286427 0.7 0.7 0.2
C -0.072532 -1.822065 5.086366 0.3 0.4 -0.2
N 0.901033 -1.391150 4.243894 1.6 -0.1 2.5
H -1.018395 -2.776519 2.655436 -0.4 -0.1 0.7
H -1.522242 -4.257304 3.533747 0.0 0.5 0.0
H -2.689687 -2.909936 3.347075 0.7 -0.1 0.1
H -2.949258 -2.739662 5.866229 -0.3 0.1 0.0
H -1.863842 -4.069628 6.111592 0.2 -0.2 -0.1
H -1.898657 -1.512137 7.534842 0.1 0.2 0.0
H -0.873072 -2.893462 7.880199 0.0 -0.1 0.0
H 1.454269 -0.210790 6.818098 -0.4 -0.2 0.0
H -0.113053 0.206256 7.573821 0.3 -0.6 -0.3
H 0.887489 -1.144115 8.220553 -0.2 0.2 -0.6
H 1.841229 -1.223897 4.715018 -2.0 -0.1 -0.3
```
Forces are in eV/Å.

Values from the calculation:
Net charge: +1
HOMO level (eV): -10.9
ΔE to the lowest compared entry with this formula, charge and spin (kJ/mol): 256.04
HOMO-LUMO gap (eV): 7.62

---

- Number 2 is which compound?
  C21H26N2O3S

---

- Among the records above, which one has the highest net charge?
  C21H26N3O2

---

- Number 4 is which compound?
  C21H26N3O2